[1]
{"formula": "C6H11N", "method": "the ωB97M-V functional and the def2-TZVPD basis", "gap_ev": [8.1, 8.4], "multiplicity": 1, "species": ["C", "C", "C", "C", "C", "C", "N", "H", "H", "H", "H", "H", "H", "H", "H", "H", "H", "H"], "xyz": [[-1.52644, 1.73279, -0.33768], [0.43257, 0.96208, 0.34318], [-0.23972, -0.17627, -0.53720], [1.05322, 0.38473, 1.66229], [0.50794, -0.69963, -1.77851], [-1.00988, -1.22538, 0.16630], [-0.58731, 1.98103, 0.43925], [-2.39876, 2.19926, -0.60139], [1.37805, 1.36625, -0.11386], [0.35714, -0.09496, 2.31526], [1.59256, 1.12431, 2.19875], [1.57978, -0.43570, 1.34480], [1.50445, -0.52928, -1.44998], [0.35500, -0.22101, -2.65346], [0.51119, -1.70680, -1.90702], [-1.61660, -1.67473, -0.55656], [-1.57920, -0.93009, 1.02388], [-0.31400, -2.05659, 0.44195]], "forces_ev_per_a": [[3.90, -3.84, -0.12], [0.83, -0.93, 0.10], [-1.11, 2.07, -0.74], [-2.59, 1.32, -0.74], [0.35, 1.65, 4.32], [1.66, -0.58, 0.50], [0.17, 0.96, 0.76], [-2.14, 1.40, -0.34], [-1.21, 0.00, -0.31], [-1.01, 0.18, 0.59], [0.74, 0.46, 0.37], [2.23, -1.70, -0.74], [1.48, 0.43, -0.24], [-0.66, 1.77, -2.71], [-0.81, -3.16, -0.35], [-1.36, -0.70, -0.99], [-0.24, 0.29, 0.42], [-0.25, 0.40, 0.21]], "mulliken_charge": [-0.222, 0.411, 0.771, -1.510, -1.534, -1.638, -0.556, 0.392, 0.322, 0.342, 0.376, 0.431, 0.379, 0.364, 0.471, 0.484, 0.392, 0.328]}

=====

[2]
{"formula": "C6H11N", "method": "the ωB97M-V functional and the def2-TZVPD basis", "smiles": "CCC(C)(C)C#N", "gap_ev": 11.2, "multiplicity": 1, "species": ["C", "C", "C", "C", "C", "C", "N", "H", "H", "H", "H", "H", "H", "H", "H", "H", "H", "H"], "xyz": [[2.13583, 0.32743, -0.07798], [0.94158, -0.65745, -0.10833], [-0.45730, 0.03096, 0.17886], [-1.80144, -1.03780, 0.56147], [-0.72647, 0.94885, -1.05577], [-0.44566, 0.78283, 1.41304], [-0.58541, 1.25801, 2.45730], [2.11443, 1.04989, -0.90431], [3.09150, -0.21032, -0.15203], [2.15275, 0.89139, 0.86072], [1.12982, -1.44654, 0.62382], [0.94559, -1.13852, -1.10339], [-1.70894, -1.73755, 1.42738], [-2.80802, -0.56730, 0.68241], [-1.55785, -1.43237, -0.39378], [-1.72913, 1.37427, -1.03791], [-0.01418, 1.78886, -1.07511], [-0.58911, 0.42379, -2.01571]], "forces_ev_per_a": [[-0.18, 0.04, 0.08], [-0.25, -0.08, 0.28], [-0.65, -0.33, 0.47], [1.82, 1.32, -0.54], [-0.25, -0.06, 0.23], [0.08, 0.67, 1.12], [0.31, -0.05, -0.63], [-0.09, -0.21, 0.18], [-0.35, 0.02, 0.01], [-0.01, -0.07, -0.11], [-0.11, 0.05, 0.03], [-0.41, 0.14, 0.41], [0.76, 0.68, -0.87], [1.17, 0.15, -0.63], [-1.43, -1.81, -0.79], [-0.02, -0.01, 0.05], [-0.24, -0.32, 0.21], [-0.14, -0.11, 0.50]], "mulliken_charge": [-1.179, -0.558, 1.306, -1.199, -1.489, -0.158, -0.561, 0.299, 0.380, 0.327, 0.360, 0.347, 0.300, 0.325, 0.371, 0.423, 0.379, 0.327]}

=====

[3]
{"formula": "C6H11N", "method": "the ωB97M-V functional and the def2-TZVPD basis", "smiles": "C=C/C(C)=C(\\C)N", "gap_ev": 8.2, "multiplicity": 1, "species": ["C", "C", "C", "C", "C", "C", "N", "H", "H", "H", "H", "H", "H", "H", "H", "H", "H", "H"], "xyz": [[-0.46700, 1.96616, -0.02101], [0.79879, 1.42235, -0.29674], [0.81005, 0.07558, 0.02665], [1.99490, -0.71555, 0.49878], [-0.54521, -0.37784, 0.06181], [-1.36326, -0.52558, -1.20322], [-0.91964, -1.27834, 1.04546], [-0.84491, 2.82788, -0.57065], [-0.89414, 1.87679, 0.97087], [1.60721, 1.94171, -0.80754], [2.00018, -1.71602, 0.05559], [2.92340, -0.21010, 0.22035], [2.01808, -0.83568, 1.58756], [-1.33023, -1.57144, -1.53770], [-2.40995, -0.25914, -1.03680], [-0.97118, 0.09759, -2.00385], [-0.52657, -1.12991, 1.96365], [-1.88055, -1.58845, 1.04679]], "forces_ev_per_a": [[0.67, 0.53, -0.13], [-0.82, 0.05, -0.28], [-0.20, 0.06, 0.46], [-0.07, -0.18, 0.07], [0.63, -0.64, -0.10], [-0.27, 0.40, 0.13], [0.04, 0.21, -0.15], [0.07, 0.04, 0.02], [-0.06, -0.41, -0.18], [-0.06, 0.03, -0.02], [0.04, 0.01, 0.11], [-0.12, 0.01, -0.01], [0.04, -0.01, -0.03], [0.05, 0.05, 0.16], [-0.01, -0.07, -0.08], [0.00, 0.02, 0.15], [-0.09, -0.07, -0.11], [0.17, -0.03, 0.00]], "mulliken_charge": [-0.972, -0.303, 0.450, -1.338, 0.611, -1.380, -0.517, 0.312, 0.265, 0.357, 0.318, 0.373, 0.265, 0.370, 0.350, 0.385, 0.213, 0.241]}

=====

[4]
{"formula": "C6H11N", "method": "the ωB97M-V functional and the def2-TZVPD basis", "smiles": "CCC=C=NCC", "gap_ev": 9.7, "multiplicity": 1, "species": ["C", "C", "C", "C", "N", "C", "C", "H", "H", "H", "H", "H", "H", "H", "H", "H", "H", "H"], "xyz": [[0.17229, -2.77491, -0.84501], [0.49627, -1.28790, -0.81764], [0.24337, -0.74918, 0.56204], [-0.84214, -0.08226, 0.85712], [-1.68486, 0.79482, 1.02159], [-1.03500, 2.12246, 0.70472], [0.43128, 2.16457, 0.27979], [0.36703, -3.22048, -1.82282], [-0.88283, -2.91614, -0.58879], [0.76900, -3.29687, -0.08899], [1.54474, -1.10779, -1.08734], [-0.11057, -0.74557, -1.55526], [0.94568, -0.94449, 1.36466], [-1.14223, 2.73377, 1.60687], [-1.63181, 2.56417, -0.10067], [1.15290, 1.82889, 1.03525], [0.66575, 1.67444, -0.67458], [0.54116, 3.24246, 0.14906]], "forces_ev_per_a": [[0.00, -0.18, -0.09], [0.01, -0.05, -0.03], [-0.21, -0.19, 0.19], [0.16, 0.37, -0.05], [0.88, 0.01, -0.25], [-0.39, -0.10, 0.12], [-0.15, 0.46, 0.00], [-0.01, -0.04, 0.05], [0.16, -0.06, -0.09], [-0.08, -0.02, -0.16], [-0.12, -0.07, 0.06], [0.06, -0.11, 0.19], [-0.05, -0.18, -0.03], [-0.18, -0.03, -0.19], [-0.05, 0.01, 0.27], [-0.34, 0.05, -0.13], [-0.24, 0.08, 0.29], [0.55, 0.06, -0.16]], "mulliken_charge": [-1.195, -0.251, -0.640, 0.550, -0.615, -0.328, -1.029, 0.349, 0.316, 0.319, 0.282, 0.300, 0.366, 0.316, 0.301, 0.329, 0.269, 0.361]}

=====

[5]
{"formula": "C6H11N", "method": "the ωB97M-V functional and the def2-TZVPD basis", "smiles": "C[C@H]1[C@@H]2CCN[C@@H]12", "gap_ev": 9.2, "multiplicity": 1, "species": ["C", "C", "C", "C", "C", "N", "C", "H", "H", "H", "H", "H", "H", "H", "H", "H", "H", "H"], "xyz": [[2.69998, 0.08191, -0.53407], [1.41851, -0.03764, 0.42279], [0.11692, 0.60625, 0.11387], [-1.16061, 1.36113, 0.16830], [-2.02530, 0.02934, -0.35748], [-1.13864, -1.30830, -0.25465], [-0.04035, -0.76286, 0.77937], [3.51456, 0.96509, -0.32446], [2.30209, -0.05431, -1.59749], [3.32856, -0.74706, -0.23342], [1.99261, 0.11327, 1.45675], [-0.20306, 0.37843, -0.97724], [-1.30508, 2.12279, -0.75398], [-1.35026, 1.66958, 1.16528], [-3.07559, -0.16909, 0.17574], [-2.30585, 0.08022, -1.52211], [-0.66554, -1.84126, -0.97367], [-0.31683, -1.02830, 1.81046]], "forces_ev_per_a": [[-0.63, -0.35, -0.21], [2.10, 1.93, 2.75], [-0.25, -0.95, -1.40], [-1.04, -0.19, -2.51], [-1.95, -1.86, -1.90], [0.39, 1.77, 4.25], [-0.33, -0.40, -4.31], [-2.92, -1.46, -0.62], [1.23, 0.55, 1.20], [0.07, -0.64, -0.47], [-2.08, -0.11, -1.57], [2.91, -0.39, 0.92], [0.41, -1.17, 2.73], [-1.12, 0.75, 0.66], [2.53, 0.46, -0.85], [0.58, 0.42, 2.50], [-0.53, 0.96, -0.75], [0.63, 0.67, -0.42]], "mulliken_charge": [-1.110, -0.293, 0.219, -0.525, -0.492, -0.602, -0.168, 0.260, 0.284, 0.331, 0.201, 0.185, 0.195, 0.379, 0.274, 0.284, 0.274, 0.306]}

=====

[6]
{"formula": "C6H11N", "method": "the ωB97M-V functional and the def2-TZVPD basis", "smiles": "N[C@@H]1CC[C@@H]2C[C@H]21", "gap_ev": 9.0, "multiplicity": 1, "species": ["N", "C", "C", "C", "C", "C", "C", "H", "H", "H", "H", "H", "H", "H", "H", "H", "H", "H"], "xyz": [[-2.09676, -0.69245, -0.24691], [-0.98003, -0.21472, 0.46654], [-0.63764, 1.28961, -0.03162], [0.92323, 1.32223, -0.18743], [1.26281, -0.03686, 0.25441], [1.45661, -1.40909, -0.06363], [0.06806, -0.97606, -0.21496], [-2.34628, -1.58338, 0.07145], [-2.89398, -0.13267, 0.02694], [-1.00472, -0.50761, 1.46566], [-0.95087, 1.54685, -1.04740], [-1.04719, 2.19412, 0.68584], [1.62063, 1.44208, -1.16415], [1.40458, 2.10246, 0.27294], [1.39578, 0.05201, 1.33584], [2.19468, -1.92784, 0.73215], [1.71831, -1.57484, -1.08886], [-0.08723, -0.89383, -1.26681]], "forces_ev_per_a": [[-3.31, 1.80, -0.62], [0.60, 0.29, -2.47], [-0.06, 2.36, 1.47], [1.49, -1.12, -3.75], [0.67, 0.89, 1.92], [4.54, -2.08, 0.59], [1.50, 0.75, 1.43], [-0.18, -1.80, 0.39], [-0.53, 0.21, -0.31], [0.00, 0.75, 2.29], [-1.06, -0.66, 0.25], [1.00, -2.29, -1.63], [-2.88, -0.05, 0.54], [0.89, 1.56, 2.30], [-0.86, -0.49, 0.32], [-2.48, 0.41, -1.76], [0.83, -0.82, -0.29], [-0.16, 0.29, -0.67]], "mulliken_charge": [-0.707, 0.228, -0.545, -0.994, 0.076, -0.424, -0.462, 0.245, 0.191, 0.364, 0.257, 0.283, 0.252, 0.427, 0.154, 0.256, 0.250, 0.149]}

=====

Largest force on an atom list, top to bottom, in eV Å⁻¹: 5.5 2.4 0.9 0.9 4.6 5.0
Energy above the lowest of the compared OMol25 structures with the same formula, charge and spin list, top to bottom, in kJ/mol: 471.25 138.19 236.13 175.68 712.28 558.60